Entry 1:
Entry from the OMol25 dataset: one molecule with the formula C2H3NS (ωB97M-V/def2-TZVPD).

Its total energy is -14445.0413 eV. The calculation puts the relative energy (zero: lowest compared OMol25 entry of this formula, charge and spin) at 56.0 kcal per mole. The value obtained for the frontier orbital gap is 8.9 eV. The total charge is 0. Its structure (SMILES) is S=C1CN1. The molar mass is 73.1 g mol⁻¹.

```
7
C2H3NS (ωB97M-V/def2-TZVPD)
C -1.489 -0.109 -0.188
C -0.185 0.402 -0.320
N -0.570 -1.061 0.057
S -3.060 0.028 -0.075
H 0.169 0.517 -1.290
H 0.358 1.205 0.568
H -0.496 -1.929 -0.427
```



Entry 2:
Entry from the OMol25 dataset: one molecule with the formula C2H3NS2 (ωB97M-V/def2-TZVPD).

Its total energy is -25280.6270 eV. The calculation puts the relative energy (zero: lowest compared OMol25 entry of this formula, charge and spin) at 44.8 kcal per mole. The value obtained for the frontier orbital gap is 7.7 eV. The total charge is 0. The molar mass is 105.2 g mol⁻¹.

```
8
C2H3NS2 (ωB97M-V/def2-TZVPD)
C 1.360 -0.236 -0.125
C -1.255 -0.285 0.132
N 1.188 0.978 -0.092
S 0.042 -1.375 0.314
S -0.075 1.920 0.000
H 2.316 -0.620 -0.419
H -1.737 -0.374 -0.769
H -1.840 -0.009 0.959
```



Entry 3:
Entry from the OMol25 dataset: one molecule with the formula C2H3NS3 (ωB97M-V/def2-TZVPD).

Its total energy is -36116.7928 eV. The calculation puts the relative energy (zero: lowest compared OMol25 entry of this formula, charge and spin) at 30.7 kcal per mole. The value obtained for the frontier orbital gap is 8.2 eV. The total charge is 0. Its structure (SMILES) is S=C(S)/C=N\S. The molar mass is 137.3 g mol⁻¹.

```
9
C2H3NS3 (ωB97M-V/def2-TZVPD)
C -0.351 -0.389 0.774
C 1.064 0.110 0.807
H -2.413 0.682 -1.741
H -0.615 -0.985 1.689
H 1.048 -0.661 -1.390
N -1.248 -0.179 -0.100
S -1.079 0.720 -1.502
S 2.019 -0.207 -0.636
S 1.574 0.909 2.099
```



Entry 4:
Entry from the OMol25 dataset: one molecule with the formula C2H3NS4 (ωB97M-V/def2-TZVPD).

Its total energy is -46952.2669 eV. The calculation puts the relative energy (zero: lowest compared OMol25 entry of this formula, charge and spin) at 14.4 kcal per mole. The value obtained for the frontier orbital gap is 8.6 eV. The total charge is 0. Its structure (SMILES) is SC1(S)C=NSS1. The molar mass is 169.3 g mol⁻¹.

```
10
C2H3NS4 (ωB97M-V/def2-TZVPD)
C -0.400 -0.194 0.962
C 0.197 0.180 -0.351
N -0.805 0.740 1.694
S 0.608 1.870 -0.454
S -0.652 2.270 1.145
S 1.649 -0.900 -0.702
S -1.274 -0.350 -1.478
H -0.452 -1.210 1.155
H 1.597 -1.578 0.510
H -0.467 -0.828 -2.482
```



Entry 5:
Entry from the OMol25 dataset: an isolated ion of composition C2H3O2 and charge -1 (ωB97M-V/def2-TZVPD).

Its total energy is -6218.7996 eV. The calculation puts the relative energy (zero: lowest compared OMol25 entry of this formula, charge and spin) at 4.9 kcal per mole. The value obtained for the frontier orbital gap is 8.4 eV. The total charge is -1. Its structure (SMILES) is CC(=O)[O-]. The molar mass is 59.0 g mol⁻¹.

```
7
C2H3O2 (ωB97M-V/def2-TZVPD)
O 0.623 -0.637 -1.520
C -0.168 0.044 -0.868
O -1.078 0.751 -1.262
C 0.079 -0.011 0.654
H 0.406 -1.089 0.868
H 0.865 0.734 0.872
H -0.727 0.208 1.254
```



Entry 6:
Entry from the OMol25 dataset: an isolated ion of composition C2H3O2 and charge +1 (ωB97M-V/def2-TZVPD).

Its total energy is -6202.8992 eV. The calculation puts the relative energy (zero: lowest compared OMol25 entry of this formula, charge and spin) at 115.4 kcal per mole. The value obtained for the frontier orbital gap is 13.5 eV. The total charge is +1. The molar mass is 59.0 g mol⁻¹.

```
7
C2H3O2 (ωB97M-V/def2-TZVPD)
C 0.750 -0.010 -0.095
C -0.621 -0.409 0.211
O -1.015 0.950 0.640
O -0.419 0.693 -0.612
H 1.327 0.555 0.639
H 1.309 -0.566 -0.848
H -1.331 -1.213 0.066
```



Entry 7:
Entry from the OMol25 dataset: a 2-piece molecular cluster, C2H3O2 overall (ωB97M-V/def2-TZVPD).

Its total energy is -6206.8918 eV. The calculation puts the relative energy (zero: lowest compared OMol25 entry of this formula, charge and spin) at 23.3 kcal per mole. The value obtained for the frontier orbital gap is 10.3 eV. The total charge is +1. The molar mass is 59.0 g mol⁻¹.

```
7
C2H3O2 (ωB97M-V/def2-TZVPD)
C 1.671 -0.526 -0.171
C -1.316 0.479 0.139
O 2.588 -0.016 0.138
O -0.130 0.557 -0.104
H 1.133 -1.395 -0.519
H -2.146 1.297 0.156
H -1.800 -0.396 0.362
```



Entry 8:
Entry from the OMol25 dataset: C2H3O2 as an isolated structure (ωB97M-V/def2-TZVPD).

Its total energy is -6201.7736 eV. The calculation puts the relative energy (zero: lowest compared OMol25 entry of this formula, charge and spin) at 141.3 kcal per mole. The value obtained for the frontier orbital gap is 12.0 eV. The total charge is +1. The molar mass is 59.0 g mol⁻¹.

```
7
C2H3O2 (ωB97M-V/def2-TZVPD)
C -0.302 0.346 0.618
C 0.110 -0.068 -0.711
O 1.358 -0.483 -0.512
O 0.286 -1.067 0.345
H 0.285 0.884 1.311
H -1.343 0.442 1.008
H -0.394 -0.055 -2.059
```



Entry 9:
Entry from the OMol25 dataset: a 2-piece molecular cluster, C2H3O2 overall (ωB97M-V/def2-TZVPD).

Its total energy is -6207.1206 eV. The calculation puts the relative energy (zero: lowest compared OMol25 entry of this formula, charge and spin) at 18.0 kcal per mole. The value obtained for the frontier orbital gap is 10.2 eV. The total charge is +1. The molar mass is 59.0 g mol⁻¹.

```
7
C2H3O2 (ωB97M-V/def2-TZVPD)
C 0.378 0.138 -1.558
C -0.406 -0.285 2.108
O -0.456 -0.424 3.192
O -0.242 -0.382 -0.674
H 1.054 1.030 -1.228
H 0.184 0.149 -2.681
H -0.511 -0.228 0.842
```



Entry 10:
Entry from the OMol25 dataset: a 2-piece molecular cluster, C2H3O2S overall (ωB97M-V/def2-TZVPD).

Its total energy is -17052.0363 eV. The calculation puts the relative energy (zero: lowest compared OMol25 entry of this formula, charge and spin) at 56.5 kcal per mole. The value obtained for the frontier orbital gap is 6.8 eV. The total charge is -1. The molar mass is 91.1 g mol⁻¹.

```
8
C2H3O2S (ωB97M-V/def2-TZVPD)
C 0.782 0.009 -2.073
C -0.079 0.323 0.100
O 1.427 0.865 -2.605
O -0.568 -0.951 0.389
S -0.021 -1.379 -2.556
H -1.057 0.958 0.137
H 0.589 0.626 0.850
H -0.575 -1.336 -0.476
```



Entry 11:
Entry from the OMol25 dataset: a 2-piece molecular cluster, C2H3O2S overall (ωB97M-V/def2-TZVPD).

Its total energy is -17052.4266 eV. The calculation puts the relative energy (zero: lowest compared OMol25 entry of this formula, charge and spin) at 47.5 kcal per mole. The value obtained for the frontier orbital gap is 7.3 eV. The total charge is -1. The molar mass is 91.1 g mol⁻¹.

```
8
C2H3O2S (ωB97M-V/def2-TZVPD)
C 0.797 -1.293 -0.259
C -0.671 0.941 0.232
O -0.118 -1.688 0.372
O 0.337 0.713 -0.711
S 2.150 -1.693 -0.957
H -0.193 1.679 0.993
H -0.898 -0.108 0.698
H -1.404 1.449 -0.367
```



Entry 12:
Entry from the OMol25 dataset: an isolated ion of composition C2H3O3PS and charge -2 (ωB97M-V/def2-TZVPD).

Its total energy is -28389.3255 eV. The calculation puts the relative energy (zero: lowest compared OMol25 entry of this formula, charge and spin) at 29.1 kcal per mole. The value obtained for the frontier orbital gap is 5.0 eV. The total charge is -2. Its structure (SMILES) is O=P([O-])([O-])[C@@H]1CS1. The molar mass is 138.1 g mol⁻¹.

```
10
C2H3O3PS (ωB97M-V/def2-TZVPD)
C -1.207 -0.167 0.633
C -0.395 -0.071 -0.623
O 1.380 0.145 1.372
O 2.280 -0.740 -0.922
O 1.449 1.727 -0.722
P 1.405 0.259 -0.185
S -1.423 -1.584 -0.522
H -0.574 -0.273 1.461
H -2.218 0.271 0.944
H -0.698 0.433 -1.436
```